A 2-piece molecular cluster, CH6OS overall in a non-equilibrium geometry. Source: the OMol25 dataset; level of theory: ωB97M-V/def2-TZVPD.

XYZ file:
```
9
Properties=species:S:1:pos:R:3:forces:R:3:lowdin_charge:R:1
C 0.290319 -0.538312 2.200571 0.0 3.1 0.4 -0.160
O 0.743354 -0.101580 0.907366 -0.2 -0.2 0.1 -0.153
H 0.422232 -1.616858 2.271125 -0.5 0.3 0.2 0.079
H 0.894395 0.045016 2.934283 0.2 -1.1 0.0 0.072
H -0.704736 -0.021534 2.424412 0.5 -1.8 -0.4 0.092
H 0.727200 0.862942 0.945787 0.1 -0.3 -0.2 0.069
S -0.441357 0.122090 -3.548521 0.2 1.0 0.3 0.435
H -0.593106 1.500279 -3.670572 -0.1 -1.3 -0.2 -0.192
H -1.338302 -0.252044 -4.464452 -0.1 0.4 -0.1 -0.243
```
Positions in Å, forces in eV/Å.

## Properties
Energy above the lowest of the compared OMol25 structures with the same formula, charge and spin in kJ/mol: 87.3
F_max in eV/Å: 3.078
Energy in a.u.: -515.0763
Multiplicity: 1
HOMO-LUMO gap in eV: 10.5058
Total charge: 0
Structure (SMILES): CO.S

---

A single C6H11NO molecule in a non-equilibrium geometry. Source: the OMol25 dataset; level of theory: ωB97M-V/def2-TZVPD.

XYZ file:
```
19
Properties=species:S:1:pos:R:3:forces:R:3:lowdin_charge:R:1
C -0.621886 -0.579464 0.479361 0.5 -0.7 1.1 -0.221
N -1.834857 0.008248 0.888127 -0.4 -0.4 -0.4 -0.041
C -2.918769 -0.150875 -0.186531 0.1 0.1 0.0 -0.488
O -2.507706 -0.794929 -1.245141 0.1 -0.1 0.0 -0.216
C 0.141071 0.389866 -0.574439 0.1 0.7 -0.7 -0.141
C 1.359003 -0.231408 -0.957047 0.7 0.8 -0.4 -0.001
C 2.603571 -0.073754 -0.283311 0.1 -0.5 0.2 -0.144
C 2.867192 0.844648 0.657870 -0.2 0.3 0.0 0.098
H -0.672248 -1.575265 0.030239 -0.4 0.4 -0.4 0.116
H 0.059677 -0.678903 1.339058 -0.2 0.1 -0.1 0.116
H -3.757800 -0.645070 0.358980 -0.1 0.0 0.1 0.106
H -3.280143 0.886719 -0.370118 0.0 0.1 -0.1 0.098
H 0.375404 1.327892 -0.072334 -0.3 -0.2 0.5 0.115
H -0.565775 0.607252 -1.373503 0.2 -0.5 0.0 0.119
H 1.510994 -0.758568 -1.888204 -0.8 -0.5 -0.1 0.127
H -2.163236 -0.375979 1.771114 0.4 0.3 0.0 0.104
H 3.410735 -0.726755 -0.611385 -0.1 0.2 0.0 0.108
H 2.127449 1.549755 1.017955 0.0 -0.1 0.0 0.076
H 3.867332 0.976592 1.019315 0.3 -0.1 0.3 0.067
```
Positions in Å, forces in eV/Å.

## Properties
Energy above the lowest of the compared OMol25 structures with the same formula, charge and spin in kJ/mol: 624.3
F_max in eV/Å: 1.430
Energy in a.u.: -364.9937
Multiplicity: 1
HOMO-LUMO gap in eV: 3.6916
Total charge: 0

---

A single C5H6O2S molecule in a non-equilibrium geometry. Source: the OMol25 dataset; level of theory: ωB97M-V/def2-TZVPD.

XYZ file:
```
14
Properties=species:S:1:pos:R:3:forces:R:3:lowdin_charge:R:1
C -0.541425 0.612569 0.981521 1.4 -2.2 -3.2 -0.073
C -1.694845 -0.380472 0.612651 0.5 1.3 2.3 -0.359
C 0.177916 -0.866495 -1.629327 -3.3 3.4 2.7 -0.099
C 0.556002 0.608578 0.183082 -2.9 -2.6 -1.6 -0.090
C 1.865446 1.272256 0.112422 -1.0 0.4 2.1 -0.089
O -2.217829 -0.292192 -0.646739 1.1 -1.7 -1.5 -0.233
O -1.672207 -2.924439 -1.077322 0.2 0.8 0.5 -0.359
S -1.057957 -1.670408 -0.677623 -0.9 3.1 -0.3 0.921
H -0.284602 1.157043 1.845897 -1.0 0.4 1.6 0.089
H -2.512483 -0.496550 1.388961 1.3 -0.4 -0.6 0.137
H 0.988635 -1.450758 -1.514219 3.3 -2.3 0.3 -0.092
H 2.315482 1.370542 1.145613 0.0 -0.9 -1.1 0.112
H 1.709847 2.315971 -0.072526 0.0 0.7 -1.0 0.077
H 2.368019 0.744353 -0.652391 1.4 0.0 -0.4 0.060
```
Positions in Å, forces in eV/Å.

## Properties
Energy above the lowest of the compared OMol25 structures with the same formula, charge and spin in kJ/mol: 868.1
F_max in eV/Å: 5.481
Energy in a.u.: -742.4542
Multiplicity: 1
HOMO-LUMO gap (alpha / beta) in eV: 8.1552 / 8.1560
Total charge: 0

---

A 8-piece molecular cluster, C8H32N4O8 overall in a non-equilibrium geometry. Source: the OMol25 dataset; level of theory: ωB97M-V/def2-TZVPD.

XYZ file:
```
52
Properties=species:S:1:pos:R:3:forces:R:3:lowdin_charge:R:1
N 1.322384 1.471072 -2.809859 -0.1 -0.2 -0.4 0.175
C 1.564841 0.623965 -1.786047 -1.6 0.5 1.4 -0.640
N 0.733471 0.625740 -0.637464 1.3 0.2 -1.5 0.186
O 2.508903 -0.126600 -1.879766 1.2 -1.6 0.3 0.023
H 0.746972 2.266939 -2.742719 -0.8 0.7 0.2 0.077
H 1.580649 1.129976 -3.724672 0.2 0.3 0.3 0.121
H 1.046833 -0.113232 0.006121 -0.8 0.7 -0.4 0.068
H -0.261888 0.862777 -0.718088 0.8 -0.5 0.1 0.067
N -3.082425 -2.418910 1.458215 0.2 -0.6 0.1 0.151
C -3.651863 -1.495856 2.285111 0.9 0.6 -0.7 -0.685
N -3.619043 -0.225920 1.774956 -0.2 -0.4 -1.1 0.168
O -4.081524 -1.748700 3.387792 -0.2 -0.2 0.3 0.044
H -3.077805 -2.304225 0.458340 -0.1 0.1 0.1 0.071
H -3.061830 -3.323648 1.879267 -0.2 -0.5 -0.3 0.098
H -2.977771 0.126383 1.080435 0.2 -0.8 -0.1 0.067
H -3.763873 0.408271 2.481800 -0.6 1.8 1.7 0.065
C 3.511637 1.116581 1.671977 -0.2 2.2 0.0 -0.074
C 3.302132 -0.346315 1.834931 0.5 -0.6 0.2 -0.480
C 4.067375 -0.935692 3.060863 -1.7 -0.8 -1.3 -0.032
O 1.916042 -0.612877 2.086860 -0.1 1.1 0.3 -0.068
H 4.508817 1.472625 1.295748 -0.9 -0.8 0.1 0.105
H 3.417465 1.606197 2.637652 -0.1 0.2 0.3 0.073
H 2.696461 1.563621 1.047062 0.8 -0.4 0.2 0.075
H 3.525534 -0.732225 0.824975 0.4 -0.7 0.6 0.133
H 5.117350 -0.939773 2.914809 1.1 0.2 0.1 0.060
H 3.718908 -1.984243 3.161214 0.4 0.5 0.1 0.084
H 3.753609 -0.402779 3.959335 0.2 0.1 -0.1 0.082
H 1.666643 -1.321482 1.512489 -0.4 -0.9 -0.5 0.046
C -2.468295 1.640297 -1.716347 0.5 -0.5 0.3 -0.044
C -2.552311 0.190789 -2.202148 1.3 0.6 2.1 -0.430
C -1.659327 -0.129591 -3.352671 -0.7 0.6 -1.4 -0.055
O -2.065871 -0.593228 -1.024314 -1.0 0.5 -1.9 -0.108
H -1.527193 2.187297 -1.875767 0.1 -0.6 0.1 0.060
H -2.701129 1.641102 -0.640630 -0.1 0.3 -0.4 0.085
H -3.158477 2.214835 -2.270292 -1.1 0.8 -0.3 0.067
H -3.573235 -0.021336 -2.428304 -0.9 -0.5 0.1 0.125
H -1.805458 -1.171243 -3.729248 0.3 0.7 0.3 0.102
H -0.661895 0.060800 -2.966354 0.2 -0.2 -0.7 0.048
H -1.930242 0.589396 -4.198049 0.6 -1.0 0.9 0.116
H -1.845170 -1.408236 -1.491018 0.2 -0.8 0.8 0.028
O -1.161832 -3.299000 -1.141150 -0.2 0.2 1.5 -0.097
H -0.329201 -2.788222 -1.242009 -0.2 -0.4 0.4 0.007
H -1.336734 -3.307433 -0.148946 0.6 0.1 -1.9 0.060
O 0.083890 3.989411 -0.574693 -0.4 -0.5 1.4 -0.088
H 0.034691 4.652359 0.137298 0.1 0.1 -0.7 0.045
H -0.119056 3.206267 -0.013242 0.3 0.2 -0.6 0.002
O -0.207300 1.851908 1.983080 1.7 -0.5 0.6 -0.090
H -0.004315 2.226757 2.862736 -0.5 -0.1 -0.5 0.054
H 0.605897 1.278036 1.873821 -1.2 0.5 -0.1 0.018
O 1.413011 -2.309908 -0.622326 0.5 -1.2 0.2 -0.076
H 2.041629 -1.726223 -1.092855 0.0 0.2 -0.2 0.018
H 1.799919 -3.216502 -0.647907 -0.4 1.0 0.0 0.092
```
Positions in Å, forces in eV/Å.

## Properties
Energy above the lowest of the compared OMol25 structures with the same formula, charge and spin in kJ/mol: 30.7
F_max in eV/Å: 2.571
Energy in a.u.: -1145.0157
Multiplicity: 1
HOMO-LUMO gap in eV: 9.9999
Total charge: 0
Structure (SMILES): NC(N)=O.NC(N)=O.CC(C)O.CC(C)O.O.O.O.O

---

A 2-piece molecular cluster, C7H6Cl2O2 overall in a non-equilibrium geometry. Source: the OMol25 dataset; level of theory: ωB97M-V/def2-TZVPD.

XYZ file:
```
17
Properties=species:S:1:pos:R:3:forces:R:3:lowdin_charge:R:1
O -2.963282 1.204310 0.436386 1.8 2.0 0.4 0.035
C -3.748320 0.376984 0.330638 -3.0 -0.8 -0.4 -1.306
Cl -4.101175 -0.831609 1.511257 0.0 -0.4 0.3 0.708
Cl -4.975274 0.387748 -0.940539 0.1 -0.1 0.0 0.635
O -2.194013 -0.842789 -1.308410 -0.1 -0.1 1.1 -0.032
C -1.187674 -0.267417 -0.532261 2.4 -1.6 -1.6 -0.322
C -0.248406 0.567953 -1.175291 -0.4 -0.1 3.4 -0.015
C 0.799884 1.059270 -0.381032 1.5 0.0 -3.1 -0.088
C 1.138985 0.465621 0.802396 0.9 2.0 0.3 -0.125
C 0.328029 -0.472983 1.314634 -2.6 -2.1 0.8 -0.103
C -0.865160 -0.877380 0.726144 -1.3 0.8 -2.6 -0.023
H -2.046352 -0.774701 -2.259115 0.2 0.4 0.3 0.116
H -0.312189 0.879781 -2.167644 -0.5 0.4 -1.5 0.091
H 1.591669 1.660741 -0.935390 -1.2 -0.4 1.0 0.128
H 1.976846 0.872472 1.358538 0.1 -0.4 -0.1 0.109
H 0.519276 -1.017729 2.190799 0.8 -0.3 1.3 0.093
H -1.629535 -1.645316 1.013253 1.4 0.7 0.3 0.098
```
Positions in Å, forces in eV/Å.

## Properties
Energy above the lowest of the compared OMol25 structures with the same formula, charge and spin in kJ/mol: 9.1
F_max in eV/Å: 3.420
Energy in a.u.: -1341.1631
Multiplicity: 1
HOMO-LUMO gap in eV: 9.2322
Total charge: 0
Structure (SMILES): O=C(Cl)Cl.Oc1ccccc1

---

A 5-piece molecular cluster, C23H45N2O12Si overall. Source: the OMol25 dataset; level of theory: ωB97M-V/def2-TZVPD.

XYZ file:
```
83
Properties=species:S:1:pos:R:3:forces:R:3:lowdin_charge:R:1
C -2.362140 1.478262 -0.840838 0.1 0.3 0.0 -0.157
Si -1.197758 0.589324 0.282448 -0.5 -0.2 -0.8 0.555
C -1.979641 -0.923736 0.977267 0.0 0.1 0.2 -0.149
C 0.436129 0.296332 -0.525846 0.4 -0.1 0.6 -0.163
N -0.888128 1.799714 1.690308 0.5 0.2 0.5 -0.082
C 0.308961 2.009691 2.237495 0.0 -0.3 -0.4 -0.020
C 0.493324 2.931651 3.258598 0.2 0.0 0.0 0.012
C -0.608964 3.616992 3.681490 -0.4 0.0 0.1 -0.003
C -1.839628 3.313655 3.072967 0.0 0.1 0.1 -0.069
N -1.974897 2.433770 2.106766 -0.1 0.0 0.0 0.113
H -2.094656 2.531249 -0.972406 0.0 -0.1 0.0 0.040
H -3.393888 1.428358 -0.491500 0.0 0.0 0.0 0.044
H -2.298423 1.007651 -1.826389 -0.1 0.0 0.1 0.050
H -1.405796 -1.408651 1.768266 0.0 0.0 -0.1 0.048
H -2.086365 -1.618993 0.137384 0.0 0.0 0.1 0.063
H -2.989730 -0.694289 1.327167 0.1 -0.1 0.0 0.030
H 0.259301 -0.151485 -1.507472 0.0 0.1 0.0 0.061
H 1.032596 1.205431 -0.638249 -0.1 0.0 -0.2 0.046
H 1.040880 -0.416603 0.047800 0.0 0.0 -0.1 0.031
H 1.120977 1.417683 1.827162 -0.1 0.1 0.1 0.131
H 1.477129 3.101066 3.676424 0.0 -0.1 0.0 0.135
H -0.556778 4.363423 4.464790 0.0 -0.1 -0.1 0.131
H -2.757151 3.810132 3.371882 0.1 -0.1 0.0 0.136
C -8.821353 -2.464135 -0.903014 0.1 0.1 0.1 -0.062
C -7.633901 -3.366989 -1.143773 -0.1 -0.1 -0.1 -0.200
O -6.430153 -2.856637 -0.528140 0.0 0.0 0.0 0.034
C -6.342665 -3.042657 0.782967 0.0 0.1 0.0 -0.613
O -7.136171 -3.602485 1.489563 0.0 0.0 0.0 0.134
O -5.197377 -2.484420 1.205539 0.0 0.0 0.1 -0.017
C -5.001642 -2.561300 2.620523 0.1 0.0 0.1 -0.042
H -8.606665 -1.451979 -1.247297 0.0 0.0 0.0 0.082
H -9.682254 -2.840808 -1.454644 0.0 0.0 0.0 0.084
H -9.078886 -2.429939 0.154074 0.0 0.0 0.0 0.077
H -7.383740 -3.417043 -2.200946 0.0 0.0 0.0 0.123
H -7.813973 -4.377190 -0.779174 0.0 0.0 0.1 0.125
H -5.087021 -3.583719 2.980151 0.0 0.0 -0.1 0.100
H -5.724453 -1.934816 3.141118 0.0 0.0 0.0 0.102
H -3.995196 -2.191825 2.795613 0.0 0.0 0.0 0.071
C 4.517378 -3.668295 3.909302 0.0 0.1 0.0 -0.061
C 3.960544 -4.231384 2.622649 0.0 -0.2 0.0 -0.197
O 3.296892 -3.220856 1.828510 0.0 0.1 0.0 0.033
C 4.103614 -2.408150 1.156942 0.0 -0.1 -0.1 -0.615
O 5.303500 -2.439915 1.129418 0.0 0.0 0.1 0.130
O 3.342616 -1.536427 0.477815 -0.1 0.1 0.1 -0.024
C 4.074733 -0.529211 -0.226009 0.0 0.2 -0.1 -0.034
H 3.729856 -3.178787 4.483627 0.0 0.0 0.0 0.080
H 4.929800 -4.477203 4.511452 0.0 0.0 0.0 0.086
H 5.310332 -2.949207 3.711665 0.0 0.0 0.0 0.077
H 3.180002 -4.963415 2.815782 0.0 0.0 0.0 0.124
H 4.735910 -4.699753 2.018196 0.0 0.1 0.0 0.126
H 4.837324 -0.950509 -0.875404 0.0 -0.1 0.1 0.081
H 4.546172 0.159048 0.475303 0.0 0.0 0.0 0.102
H 3.332786 -0.005613 -0.822251 0.0 0.0 0.0 0.077
C -0.627999 6.829086 2.234690 -0.1 0.2 0.0 -0.051
C -1.263030 6.241707 0.990958 0.0 -0.2 0.0 -0.228
O -1.989935 7.216032 0.241240 0.0 0.0 -0.1 0.038
C -1.226004 8.033301 -0.502901 0.0 0.2 0.4 -0.610
O -0.026177 7.975338 -0.579431 0.0 -0.1 -0.2 0.125
O -2.014232 8.923783 -1.079014 0.0 -0.1 -0.1 0.016
C -1.333621 9.916634 -1.864414 0.0 0.0 0.0 -0.018
H -1.379684 7.317867 2.855826 0.0 0.0 0.0 0.092
H -0.138747 6.050584 2.821796 0.0 0.0 0.0 0.048
H 0.128413 7.564744 1.968424 0.0 0.0 0.0 0.084
H -2.015706 5.492912 1.243715 0.0 0.0 0.0 0.105
H -0.513492 5.776385 0.348190 0.0 0.0 0.0 0.122
H -0.695071 9.442117 -2.605180 0.0 0.0 0.0 0.098
H -0.735868 10.558437 -1.220939 0.0 0.0 0.0 0.101
H -2.120471 10.487561 -2.344705 0.0 0.0 0.0 0.097
C 5.773313 -3.546165 -2.180107 0.0 0.1 -0.1 -0.056
C 4.736615 -4.597757 -2.504015 -0.1 -0.1 0.2 -0.206
O 4.228206 -4.470420 -3.842785 0.0 0.0 0.0 0.033
C 5.033799 -4.936839 -4.799894 0.2 0.4 0.0 -0.614
O 6.109205 -5.448146 -4.629830 0.0 -0.2 0.0 0.127
O 4.465422 -4.689367 -5.977394 -0.1 -0.1 0.0 0.004
C 5.248077 -5.088543 -7.110541 0.0 0.0 0.0 -0.031
H 5.366438 -2.550626 -2.367628 0.0 0.0 0.0 0.070
H 6.058971 -3.615197 -1.130571 0.0 0.0 0.0 0.073
H 6.664900 -3.671570 -2.791848 0.0 0.0 0.0 0.081
H 3.852681 -4.481940 -1.877890 0.0 0.0 0.0 0.119
H 5.130446 -5.603578 -2.362175 0.0 0.0 0.0 0.126
H 5.523912 -6.137439 -7.034095 0.0 0.0 0.0 0.097
H 6.148132 -4.480961 -7.182123 0.0 0.0 0.0 0.098
H 4.610149 -4.922949 -7.972427 0.0 0.0 0.0 0.094
```
Positions in Å, forces in eV/Å.

## Properties
F_max in eV/Å: 0.909
Energy in a.u.: -2205.1133
Multiplicity: 1
HOMO-LUMO gap in eV: 7.5068
Total charge: +1

---

- What is the formula in the first record?
  CH6OS